This record from the OMol25 dataset describes the molecule C22H32N4O6. The level of theory is wB97M-V/def2-TZVPD.

## Properties
HOMO-LUMO gap	6.768	eV
E_LUMO	-0.2	eV
net charge	0
calculated total energy	-1527.801382	a.u.

Bonds (Å) are listed after each position.
Geometry (Å):
1 C -1.63692 -0.92458 4.55094  C2 1.520, H17 1.101, H18 1.096, H19 1.097
2 C -0.28249 -0.30655 4.24461  C1 1.520, C3 1.520, C4 1.525, O5 1.458
3 C -0.26766 1.20332 4.41543  C2 1.520, H20 1.099, H21 1.097, H22 1.098
4 C 0.74998 -0.95673 5.16010  C2 1.525, H23 1.095, H24 1.096, H25 1.097
5 O 0.14725 -0.68382 2.90316  C2 1.458, C6 1.353
6 C -0.60305 -0.34017 1.83127  O5 1.353, N7 1.376, O16 1.241
7 N 0.10736 -0.79301 0.74358  C6 1.376, N8 1.420
8 N -0.48214 -0.08813 -0.33905  N7 1.420, C9 1.521, C40 1.336
9 C -1.65256 -0.98603 -0.71156  N8 1.521, O10 1.206, O11 1.322
10 O -1.59798 -2.15543 -0.42279  C9 1.206
11 O -2.64405 -0.34487 -1.30643  C9 1.322, C12 1.533
12 C -4.00324 -1.04039 -1.44386  O11 1.533, C13 1.529, C14 1.520, C15 1.522
13 C -4.66371 -1.18238 -0.07217  C12 1.529, H26 1.095, H27 1.103, H28 1.101
14 C -3.94070 -2.41092 -2.09920  C12 1.520, H29 1.097, H30 1.095, H31 1.104
15 C -4.69356 -0.00660 -2.32229  C12 1.522, H32 1.100, H33 1.097, H34 1.096
16 O -1.66577 0.30052 1.83160  C6 1.241
17 H -1.62688 -1.99621 4.29990  C1 1.101
18 H -1.85643 -0.85325 5.62227  C1 1.096
19 H -2.43846 -0.43585 3.98290  C1 1.097
20 H 0.71841 1.60634 4.14528  C3 1.099
21 H -1.02700 1.68574 3.78714  C3 1.097
22 H -0.46683 1.46073 5.46425  C3 1.098
23 H 1.69646 -0.40661 5.13008  C4 1.095
24 H 0.38651 -0.96975 6.19354  C4 1.096
25 H 0.94601 -1.99430 4.86143  C4 1.097
26 H -4.39852 -0.34427 0.58140  C13 1.095
27 H -5.75794 -1.23324 -0.19790  C13 1.103
28 H -4.33844 -2.11133 0.42038  C13 1.101
29 H -3.56750 -2.37380 -3.12956  C14 1.097
30 H -3.31909 -3.10242 -1.52122  C14 1.095
31 H -4.96413 -2.82252 -2.13414  C14 1.104
32 H -4.24538 -0.04301 -3.32596  C15 1.100
33 H -5.77272 -0.17933 -2.41872  C15 1.097
34 H -4.51223 0.98834 -1.90080  C15 1.096
35 C 0.90751 0.58121 -4.65769  O36 1.462, H51 1.090, H52 1.101, H53 1.103
36 O 1.09066 0.45548 -3.21286  C35 1.462, C37 1.358
37 C 2.21079 -0.18546 -2.78960  O36 1.358, C38 1.406, C50 1.400
38 C 2.56544 -0.00727 -1.44081  C37 1.406, N39 1.415, C45 1.424
39 N 1.69498 0.77414 -0.64515  C38 1.415, C40 1.418, C44 1.377
40 C 0.28790 0.93996 -0.70543  N8 1.336, N39 1.418, N41 1.385
41 N 0.04271 2.21162 -0.21498  C40 1.385, C42 1.449, C43 1.371
42 C -1.17734 2.97431 -0.38286  N41 1.449, H54 1.095, H55 1.102, H56 1.097
43 C 1.12270 2.56331 0.55289  N41 1.371, C44 1.361, H57 1.078
44 C 2.10464 1.64601 0.33923  N39 1.377, C43 1.361, H58 1.073
45 C 3.91435 -0.29819 -1.08994  C38 1.424, O46 1.362, C48 1.411
46 O 4.37208 0.09388 0.13131  C45 1.362, C47 1.475
47 C 5.80326 0.42169 0.27018  O46 1.475, H59 1.094, H60 1.106, H61 1.103
48 C 4.82259 -0.82924 -2.03074  C45 1.411, C49 1.386, H62 1.091
49 C 4.40302 -1.06140 -3.33122  C48 1.386, C50 1.389, H63 1.091
50 C 3.08107 -0.81965 -3.68392  C37 1.400, C49 1.389, H64 1.084
51 H -0.04965 1.08821 -4.78061  C35 1.090
52 H 1.71005 1.19310 -5.09741  C35 1.101
53 H 0.88058 -0.39880 -5.16339  C35 1.103
54 H -1.75932 2.48896 -1.17294  C42 1.095
55 H -1.78405 2.98244 0.53712  C42 1.102
56 H -0.91189 4.00035 -0.66669  C42 1.097
57 H 1.15287 3.43552 1.18503  C43 1.078
58 H 3.07383 1.58172 0.79531  C44 1.073
59 H 5.85829 0.93511 1.23512  C47 1.094
60 H 6.41332 -0.50118 0.26982  C47 1.106
61 H 6.12558 1.08071 -0.55291  C47 1.103
62 H 5.86965 -0.98840 -1.76785  C48 1.091
63 H 5.10200 -1.46441 -4.06506  C49 1.091
64 H 2.74575 -1.05325 -4.68760  C50 1.084